[1]
{"formula": "C23H23AuN5O8S2", "method": "wB97M-V/def2-TZVPD", "e_above_lowest_kcal_mol": 67.7, "charge": 1, "fmax_ev_per_a": 1.270, "elements": ["Au", "O", "C", "O", "C", "C", "C", "C", "C", "C", "O", "N", "O", "O", "N", "O", "O", "H", "H", "N", "C", "C", "C", "C", "C", "C", "N", "C", "C", "C", "S", "C", "N", "H", "H", "H", "H", "H", "H", "H", "C", "C", "C", "S", "O", "C", "C", "C", "H", "H", "H", "H", "H", "H", "H", "H", "H", "H", "H", "H", "H", "H"], "xyz": [[-1.41293, -0.86905, -0.10514], [2.48123, -0.24313, -0.14527], [1.56747, -1.01384, 0.30929], [0.59619, -0.63101, 1.01858], [1.76678, -2.43988, -0.05675], [3.03751, -2.98074, -0.04303], [3.21141, -4.31860, -0.32754], [2.13852, -5.12818, -0.64702], [0.88294, -4.56954, -0.71449], [0.63275, -3.20428, -0.42277], [-0.57529, -2.73235, -0.49239], [-0.21677, -5.46892, -1.07878], [-1.13780, -5.01852, -1.74363], [-0.14450, -6.61897, -0.70183], [4.56015, -4.89484, -0.28617], [4.67330, -6.07166, -0.55937], [5.47555, -4.14915, 0.00302], [3.89446, -2.37063, 0.20366], [2.28084, -6.17911, -0.85027], [-5.16086, 1.03820, 0.12410], [-4.54718, 2.24755, 0.40347], [-5.07508, 3.50809, 0.65361], [-4.16899, 4.51706, 0.89572], [-2.78715, 4.27172, 0.88039], [-2.27407, 3.01707, 0.63074], [-3.17495, 1.98286, 0.39389], [-2.98526, 0.62344, 0.12640], [-4.19831, 0.11718, -0.03660], [-4.40614, -1.27818, -0.38845], [-5.53356, -2.00412, -0.59873], [-5.11132, -3.60829, -1.01233], [-3.45822, -3.23215, -0.88141], [-3.25085, -1.99133, -0.55097], [-6.14971, 0.87716, 0.03461], [-6.14165, 3.68823, 0.65664], [-4.52767, 5.51731, 1.09496], [-2.10981, 5.09569, 1.06258], [-1.21820, 2.82901, 0.58164], [-6.56442, -1.69486, -0.53345], [-2.65652, -3.93748, -1.07188], [2.43913, 1.52341, -3.02492], [3.31732, 2.09763, -1.92036], [2.54741, 2.85513, -0.83734], [1.47125, 1.78660, 0.12130], [0.20317, 1.55572, -0.58109], [1.18059, 2.69390, 1.65484], [2.40347, 2.74404, 2.56284], [2.90913, 1.36810, 2.98422], [3.06146, 1.10822, -3.81611], [1.80081, 2.29259, -3.46444], [1.79545, 0.72665, -2.65258], [4.03067, 2.80897, -2.34064], [3.90200, 1.30540, -1.45058], [1.89415, 3.62751, -1.25297], [3.22472, 3.30920, -0.11202], [0.36095, 2.13339, 2.10900], [0.83134, 3.69097, 1.37088], [2.10138, 3.31538, 3.44308], [3.19961, 3.32578, 2.09320], [2.10570, 0.78217, 3.43484], [3.70794, 1.46656, 3.71728], [3.30050, 0.80092, 2.13648]]}

=====

[2]
{"formula": "C23H23B2ClF7N4O10STi", "method": "wB97M-V/def2-TZVPD", "e_above_lowest_kcal_mol": 0.0, "charge": -1, "fmax_ev_per_a": 0.205, "elements": ["Ti", "C", "C", "N", "O", "B", "F", "F", "O", "N", "C", "C", "C", "N", "O", "B", "F", "F", "O", "N", "C", "C", "C", "H", "H", "H", "H", "H", "H", "H", "H", "H", "H", "H", "H", "O", "C", "C", "C", "C", "C", "C", "C", "O", "O", "H", "H", "H", "H", "H", "F", "C", "F", "F", "S", "O", "O", "O", "Cl", "C", "C", "C", "C", "C", "C", "C", "H", "H", "H", "H", "H", "H"], "xyz": [[-0.09075, 0.00457, 0.25710], [2.63353, 1.45304, 1.65801], [1.85854, 0.22443, 1.29925], [1.90830, -0.27537, -0.07503], [2.44466, 0.60227, -1.02492], [1.54639, 1.47851, -1.88491], [1.06274, 2.51733, -1.07013], [2.36276, 1.90783, -2.89233], [0.35284, 0.82654, -2.54589], [-0.63816, 0.51866, -1.68202], [-1.82182, 0.23549, -2.06540], [-2.28170, 0.32347, -3.47593], [-2.69960, -0.31334, -0.98400], [-2.12081, -0.54454, 0.13986], [-2.82437, -1.19009, 1.08203], [-2.20332, -1.20255, 2.46599], [-2.07899, 0.12923, 2.88625], [-3.04185, -1.94775, 3.24912], [-0.85076, -1.84419, 2.52874], [0.04782, -1.19671, 1.73462], [1.01878, -0.41001, 2.24131], [0.99756, 0.02794, 3.66854], [-4.11795, -0.69177, -1.21372], [2.99425, 1.93417, 0.75331], [3.49556, 1.19041, 2.27819], [2.00743, 2.16157, 2.20114], [-1.47798, 0.70337, -4.09993], [-3.14499, 0.98773, -3.54496], [-2.57974, -0.66667, -3.82626], [0.47228, -0.71634, 4.26215], [0.43881, 0.96694, 3.73128], [2.00634, 0.18382, 4.04706], [-4.48990, -0.30617, -2.15915], [-4.72657, -0.30903, -0.39359], [-4.18739, -1.78092, -1.20463], [-1.69174, 3.35835, -1.20838], [-2.77885, 3.05281, -0.46234], [-4.01930, 3.19487, -1.08132], [-5.18445, 2.92548, -0.38409], [-5.13583, 2.51901, 0.94371], [-3.90500, 2.39564, 1.56703], [-2.72600, 2.65159, 0.87721], [-1.42270, 2.44583, 1.58303], [-1.15519, 2.91412, 2.65919], [-0.56984, 1.70853, 0.87958], [-0.86791, 3.02098, -0.81753], [-4.04069, 3.52381, -2.11284], [-6.13931, 3.03150, -0.88473], [-6.04531, 2.29837, 1.48624], [-3.82850, 2.07073, 2.59625], [-0.28837, -4.37677, -3.70670], [0.12908, -3.26296, -3.09689], [1.46751, -3.30694, -3.03191], [-0.20955, -2.21879, -3.86534], [-0.62148, -3.10938, -1.42429], [-0.14590, -4.25388, -0.70548], [-2.03005, -3.01233, -1.70406], [-0.00896, -1.83865, -1.00283], [8.30821, -1.12203, 1.56981], [6.65462, -1.26840, 1.03624], [6.30981, -0.83759, -0.23287], [4.99311, -0.95690, -0.65206], [4.02683, -1.49841, 0.18749], [2.58751, -1.58641, -0.23688], [4.40190, -1.92831, 1.45693], [5.71369, -1.81718, 1.89105], [7.06230, -0.41173, -0.88198], [4.70705, -0.61029, -1.63643], [2.48225, -1.84257, -1.28619], [2.03512, -2.31584, 0.35201], [3.65676, -2.36416, 2.11265], [6.00723, -2.15399, 2.87563]]}

=====

[3]
{"formula": "C23H23Br2CoF3N5O5", "method": "wB97M-V/def2-TZVPD", "e_above_lowest_kcal_mol": 22.8, "multiplicity": 2, "charge": -1, "fmax_ev_per_a": 1.224, "elements": ["Co", "N", "C", "C", "C", "C", "N", "C", "N", "N", "C", "O", "O", "H", "H", "H", "H", "H", "H", "H", "H", "H", "H", "H", "H", "H", "H", "Br", "C", "C", "C", "Br", "C", "C", "C", "C", "N", "C", "C", "O", "H", "H", "H", "H", "C", "C", "C", "C", "C", "C", "H", "H", "H", "H", "H", "F", "C", "F", "F", "C", "O", "O"], "xyz": [[-0.72013, 1.00302, -0.66765], [0.26528, 0.94752, 1.11030], [0.40742, -0.43138, 1.58181], [1.52905, -0.67197, 2.60564], [2.95637, -0.25074, 2.23055], [3.54121, -0.93903, 0.99827], [3.34970, -2.39296, 1.03877], [3.94595, -3.22535, 1.83332], [5.03869, -2.88616, 2.57616], [3.47723, -4.50172, 1.93994], [0.48321, -1.37224, 0.35515], [0.78431, -2.58632, 0.57928], [0.25272, -0.87139, -0.75273], [1.17649, 1.32942, 0.81881], [-0.08613, 1.56095, 1.83776], [-0.52728, -0.70226, 2.07842], [1.51245, -1.73911, 2.84249], [1.26804, -0.14445, 3.52778], [3.59628, -0.45603, 3.09497], [3.00982, 0.82147, 2.02894], [4.59564, -0.68262, 0.86996], [3.04317, -0.59313, 0.09885], [2.37227, -2.66326, 0.74248], [5.49564, -2.03043, 2.29911], [5.67665, -3.64034, 2.77762], [2.53330, -4.62549, 1.59159], [3.64824, -4.96028, 2.82075], [-2.19285, 1.05403, -5.34424], [-2.84966, -0.07755, -3.97963], [-3.77411, -1.06541, -4.30298], [-4.25879, -1.91049, -3.34043], [-5.49466, -3.27200, -3.86158], [-3.85691, -1.78938, -1.99478], [-4.30895, -2.61709, -0.94337], [-3.87684, -2.38339, 0.32878], [-2.99882, -1.31363, 0.56632], [-2.53843, -0.53436, -0.37921], [-2.93196, -0.76258, -1.65833], [-2.34871, 0.10514, -2.67773], [-1.46015, 0.96150, -2.39280], [-4.10533, -1.16493, -5.32758], [-4.99642, -3.42468, -1.15502], [-4.21148, -2.99954, 1.15337], [-2.68962, -1.08295, 1.58087], [-2.87436, 5.10851, 0.47747], [-1.48910, 5.00955, 0.47065], [-0.87323, 3.81115, 0.12059], [-1.60097, 2.66744, -0.23790], [-2.99598, 2.80518, -0.22649], [-3.62662, 3.99486, 0.12452], [-3.36162, 6.03787, 0.75040], [-0.88648, 5.87559, 0.72653], [0.21326, 3.77087, 0.10774], [-3.61733, 1.95933, -0.50769], [-4.71064, 4.05403, 0.11665], [4.32202, 0.84198, -1.79525], [3.61646, 1.99296, -1.96439], [3.30801, 2.06710, -3.25867], [4.47730, 2.99973, -1.70535], [2.38566, 2.00834, -1.00582], [2.70452, 2.05364, 0.20517], [1.27719, 1.92341, -1.52817]]}

=====

[4]
{"formula": "C23H23Cl3MoN2O7SeSi", "method": "wB97M-V/def2-TZVPD", "e_above_lowest_kcal_mol": 20.3, "multiplicity": 3, "fmax_ev_per_a": 0.688, "elements": ["Mo", "C", "O", "C", "O", "N", "N", "H", "H", "H", "H", "H", "H", "O", "C", "C", "O", "O", "C", "C", "C", "C", "C", "C", "C", "C", "C", "C", "C", "C", "H", "H", "H", "H", "H", "H", "H", "H", "H", "H", "H", "Se", "C", "C", "C", "C", "C", "C", "H", "H", "H", "H", "H", "Cl", "Si", "Cl", "Cl", "O", "C", "O", "H"], "xyz": [[0.69132, -1.67291, 0.62883], [-1.47774, 2.58511, 3.20532], [-0.19810, 2.45691, 2.57040], [0.35607, 1.26039, 2.44732], [1.37333, 1.08823, 1.81808], [-0.25162, 0.21612, 3.14214], [0.34527, -1.04071, 2.77884], [-1.67543, 3.65057, 3.24074], [-1.45035, 2.17323, 4.21336], [-2.24626, 2.09765, 2.60250], [-1.26011, 0.14625, 3.02025], [-0.15160, -1.77509, 3.27904], [1.28919, -1.03565, 3.16644], [-0.94643, 1.60037, 0.06741], [-1.12128, 1.40874, -1.33244], [-0.42390, 0.10727, -1.78921], [-0.46259, -0.28159, -2.92509], [0.27439, -0.49860, -0.84367], [-0.53502, 2.62319, -2.06492], [0.48564, 2.55736, -3.00325], [0.98372, 3.72278, -3.57617], [0.46807, 4.95709, -3.22113], [-0.55542, 5.02788, -2.28370], [-1.05245, 3.87022, -1.71318], [-2.61822, 1.29934, -1.61674], [-3.53963, 1.44128, -0.58865], [-4.90054, 1.34634, -0.84965], [-5.34967, 1.11642, -2.13890], [-4.42864, 0.98922, -3.17120], [-3.07152, 1.08438, -2.91479], [-0.06450, 1.97900, 0.19066], [0.89420, 1.60403, -3.30604], [1.78031, 3.65643, -4.30591], [0.85727, 5.86103, -3.67145], [-0.97059, 5.98730, -2.00274], [-1.85761, 3.92290, -0.99049], [-3.19280, 1.60562, 0.41963], [-5.60900, 1.44613, -0.03682], [-6.40987, 1.03811, -2.34231], [-4.76906, 0.81336, -4.18356], [-2.35772, 0.97625, -3.71980], [1.11135, -3.84914, 1.72231], [3.00512, -4.17415, 1.73541], [3.40948, -5.47816, 1.46048], [4.75352, -5.81624, 1.51013], [5.70269, -4.85610, 1.83093], [5.30034, -3.55689, 2.10443], [3.95709, -3.21422, 2.05836], [2.67101, -6.22640, 1.20322], [5.05754, -6.83202, 1.29312], [6.75167, -5.11928, 1.86680], [6.03451, -2.80088, 2.35193], [3.66198, -2.19137, 2.25491], [-2.70019, -2.26974, -1.17746], [-1.77750, -2.35089, 0.65256], [-2.25883, -4.20425, 1.44915], [-2.92891, -1.05979, 1.88751], [2.83543, -1.08078, 0.36950], [2.89059, -1.85190, -0.62178], [1.89836, -2.59174, -0.88413], [3.77368, -1.88806, -1.26654]]}